(i)
Computed, not measured: a 2-piece molecular cluster, C5H12S2 overall, with wB97M-V/def2-TZVPD.

Calculated values
gap between HOMO and LUMO (alpha / beta): 8.06 / 7.77 eV
HOMO (alpha / beta): -7.8 / -7.6 eV

Bonds (Å) are listed after each position.
Geometry (Å):
1 C -1.52 0.74 1.21  C5 1.520, H8 1.101, H9 1.156, H10 1.082
2 C -1.19 0.71 -1.48  C5 1.471, H11 1.040, H12 1.207, H13 1.067
3 C 1.07 -1.02 0.26  C4 1.495, H14 1.058, H15 1.125
4 C 1.99 0.15 0.09  C3 1.495, S6 1.910, H16 1.152, H17 1.012
5 C -1.30 0.09 -0.15  C1 1.520, C2 1.471, S7 1.770
6 S 3.75 -0.55 -0.13  C4 1.910, H18 1.373
7 S -2.38 -1.31 -0.04  C5 1.770, H19 1.339
8 H -1.17 0.20 2.11  C1 1.101
9 H -1.10 1.81 1.12  C1 1.156
10 H -2.59 0.93 1.28  C1 1.082
11 H -0.27 1.20 -1.46  C2 1.040
12 H -2.00 1.60 -1.59  C2 1.207
13 H -1.22 0.13 -2.37  C2 1.067
14 H 0.90 -1.69 1.07  C3 1.058
15 H 0.73 -1.50 -0.70  C3 1.125
16 H 1.94 0.89 -0.80  C4 1.152
17 H 1.99 0.64 0.97  C4 1.012
18 H 3.95 -0.77 1.21  S6 1.373
19 H -1.60 -2.23 -0.61  S7 1.339



(ii)
Computed, not measured: a single C5H12S2 molecule, with wB97M-V/def2-TZVPD.

Calculated values
gap between HOMO and LUMO: 9.65 eV
HOMO: -8.8 eV

Bonds (Å) are listed after each position.
Geometry (Å):
1 C -0.37 1.37 -2.07  C2 1.545, C3 1.565, H8 1.105, H9 1.081
2 C 0.57 0.33 -2.70  C1 1.545, H10 1.084, H11 1.089, H12 1.103
3 C -1.14 0.85 -0.82  C1 1.565, S4 1.854, H13 1.084, H14 1.073
4 S 0.08 1.16 0.54  C3 1.854, S5 2.052
5 S -0.77 0.81 2.37  S4 2.052, C6 1.844
6 C -0.22 -0.90 2.81  S5 1.844, C7 1.521, H15 1.111, H16 1.096
7 C 1.01 -1.54 2.20  C6 1.521, H17 1.095, H18 1.099, H19 1.090
8 H 0.25 2.25 -1.81  C1 1.105
9 H -1.06 1.71 -2.84  C1 1.081
10 H 1.01 0.70 -3.62  C2 1.084
11 H 1.38 0.01 -2.04  C2 1.089
12 H -0.14 -0.49 -2.90  C2 1.103
13 H -1.34 -0.19 -1.04  C3 1.084
14 H -1.94 1.52 -0.58  C3 1.073
15 H -0.99 -1.66 2.57  C6 1.111
16 H -0.36 -0.95 3.89  C6 1.096
17 H 0.72 -2.32 1.48  C7 1.095
18 H 1.56 -0.76 1.65  C7 1.099
19 H 1.75 -1.90 2.92  C7 1.090



So which one wins? Going from most stable to least: (ii), (i).